Entry 1:
DFT (ωB97M-V/def2-TZVPD) results for a cluster of 8 separate species, C40H36Cl4F6O in total at a distorted geometry.

```
87
Properties=species:S:1:pos:R:3
C 34.9739 5.5806 1.9269
Cl 35.9101 4.1795 1.3761
Cl 35.9813 6.4472 3.0894
Cl 34.6350 6.6511 0.5896
Cl 33.4903 5.0770 2.7599
C 36.2821 9.6003 0.6750
C 36.3186 11.0828 0.3400
O 35.8811 11.9388 1.1251
C 36.5671 11.5034 -1.0886
H 37.2434 9.1724 0.3907
H 35.4653 9.0409 0.2188
H 36.1285 9.4417 1.7424
H 36.9509 10.6977 -1.7144
H 37.4040 12.1920 -0.9725
H 35.7417 12.0190 -1.5794
F 30.1840 8.9429 -4.2964
C 31.3744 8.5264 -3.7779
C 32.2778 7.7886 -4.4829
C 33.5234 7.4899 -3.8654
C 33.8387 7.8803 -2.5549
C 32.8288 8.6272 -1.8901
C 31.6076 8.9150 -2.4789
H 32.0654 7.6387 -5.5312
H 34.2517 6.9745 -4.4741
H 34.8285 7.5908 -2.2341
H 32.9319 8.9374 -0.8607
H 30.9472 9.5882 -1.9524
F 33.3546 1.2297 -0.4938
C 33.2333 2.0235 -1.5951
C 32.2978 1.7527 -2.5263
C 32.2722 2.4886 -3.6973
C 33.0970 3.6011 -3.8382
C 33.9661 3.9340 -2.8274
C 34.1217 3.0827 -1.7533
H 31.5047 1.0336 -2.3834
H 31.5006 2.2786 -4.4233
H 33.0987 4.1962 -4.7394
H 34.5955 4.8076 -2.9119
H 34.8664 3.2783 -0.9960
F 27.0966 5.0974 7.0403
C 28.2073 5.0347 6.3076
C 29.1591 6.0657 6.3435
C 30.3861 5.9338 5.6991
C 30.6117 4.7679 5.0047
C 29.6930 3.7228 5.0137
C 28.5316 3.8593 5.6544
H 28.8476 6.9541 6.8727
H 31.0626 6.7716 5.6163
H 31.4756 4.6910 4.3611
H 29.8515 2.8394 4.4128
H 27.7689 3.1004 5.7481
F 36.9964 6.2490 -1.3567
C 37.9136 5.2230 -1.5194
C 38.6803 4.7257 -0.4667
C 39.6173 3.7332 -0.6462
C 39.8399 3.2878 -1.9388
C 39.1753 3.8026 -3.0290
C 38.1916 4.7749 -2.8210
H 38.4172 5.0440 0.5313
H 40.1910 3.4002 0.2060
H 40.6238 2.5540 -2.0547
H 39.5201 3.5245 -4.0139
H 37.7509 5.2745 -3.6710
F 27.9318 2.7003 0.1136
C 28.9558 3.5034 -0.1789
C 30.2261 3.2564 0.3778
C 31.2984 4.0741 0.0270
C 31.0748 5.1233 -0.8301
C 29.7889 5.4783 -1.2914
C 28.6956 4.6700 -0.9331
H 30.2534 2.4011 1.0368
H 32.2742 3.8499 0.4318
H 31.8508 5.8127 -1.1282
H 29.6253 6.3929 -1.8420
H 27.6844 4.9104 -1.2266
F 32.5499 2.0556 3.1581
C 33.6096 1.6988 3.8996
C 33.5822 1.7335 5.2903
C 34.7420 1.4421 6.0120
C 35.8251 1.0502 5.3572
C 35.8893 1.0282 3.9543
C 34.8374 1.4460 3.2028
H 32.6857 2.0966 5.7707
H 34.7495 1.4686 7.0916
H 36.6870 0.8477 5.9756
H 36.8242 1.0577 3.4142
H 34.9425 1.6610 2.1497
```

As for the LUMO energy: 0.0028 hartree. The SMILES is ClC(Cl)(Cl)Cl.Fc1ccccc1.Fc1ccccc1.Fc1ccccc1.Fc1ccccc1.Fc1ccccc1.Fc1ccccc1.CC(C)=O. The orbital gap comes out at 9.01 eV. Its energy above the lowest of the compared OMol25 structures with the same formula, charge and spin is 1.506 eV. The charge is 0.

---

Entry 2:
DFT (ωB97M-V/def2-TZVPD) results for a structure of composition C40H36ClN3NiSi2 at a distorted geometry.

```
83
Properties=species:S:1:pos:R:3
C -1.5602 -0.2471 1.7670
C -2.1717 0.3635 0.6388
C -1.7749 -0.3640 -0.5190
H -2.9087 1.1667 0.6602
C -0.8849 -1.4328 -0.0951
C -0.7576 -1.3199 1.3358
H -0.2418 -2.0292 1.9694
H -1.7741 -0.0079 2.8028
H -2.2103 -0.3190 -1.4988
H -0.5967 -2.2448 -0.7598
Ni 0.2227 0.1669 -0.6210
Si 2.1852 0.2986 -7.1061
C 1.7844 1.7901 -8.1717
C 2.5284 2.3017 -9.2564
H 3.4814 1.8491 -9.5471
C 2.0312 3.3834 -10.0026
H 2.5999 3.7697 -10.8548
C 0.8032 3.9717 -9.6703
H 0.4271 4.8347 -10.2265
C 0.0387 3.4300 -8.6299
H -0.9418 3.8417 -8.3832
C 0.5206 2.3407 -7.9015
H -0.1070 1.9011 -7.1203
C 1.8912 -1.0965 -8.3179
C 0.9462 -1.0396 -9.3639
H 0.4807 -0.0911 -9.6346
C 0.5839 -2.1992 -10.0648
H -0.1867 -2.1565 -10.8353
C 1.2184 -3.4156 -9.7880
H 0.9033 -4.3338 -10.2948
C 2.2744 -3.4451 -8.8623
H 2.8376 -4.3730 -8.7123
C 2.6101 -2.2919 -8.1318
H 3.4311 -2.3170 -7.4054
H 1.0858 0.0760 -6.1038
Si 0.3584 0.0835 -2.8766
C -0.2861 -1.5360 -3.6425
C -1.4713 -1.5728 -4.3915
H -2.0057 -0.6602 -4.6359
C -1.9856 -2.7995 -4.8179
H -2.9363 -2.8428 -5.3518
C -1.2976 -3.9827 -4.5328
H -1.6727 -4.9424 -4.8942
C -0.1535 -3.9574 -3.7237
H 0.3248 -4.8867 -3.4028
C 0.3709 -2.7301 -3.2967
H 1.2859 -2.7087 -2.6962
C -0.5565 1.5502 -3.6396
C -1.9157 1.6795 -3.3322
H -2.3951 0.9732 -2.6715
C -2.6879 2.7070 -3.8520
H -3.7449 2.7501 -3.5817
C -2.0889 3.6537 -4.6845
H -2.6779 4.4853 -5.0676
C -0.7380 3.5283 -5.0242
H -0.2903 4.2253 -5.7360
C 0.0481 2.5094 -4.4655
H 1.1177 2.4342 -4.7153
H 3.4580 0.4250 -6.2792
Cl 2.3746 0.4287 -3.2427
C 2.6419 -3.0637 3.2188
C 2.8616 -1.7305 3.5862
C 2.7456 -0.7268 2.6277
C 2.2508 -1.0361 1.3476
C 2.1836 -2.3948 0.9375
C 2.3973 -3.4010 1.8791
N 1.7804 0.0231 0.5494
N 2.2648 1.1947 0.9525
C 1.5389 2.2654 0.4803
C 1.9546 3.5908 0.7144
C 1.1438 4.6294 0.3045
C -0.1178 4.3233 -0.2225
C -0.4799 3.0026 -0.4324
N 0.4009 1.9955 -0.2380
H 2.7486 -3.8584 3.9601
H 3.1396 -1.4653 4.6042
H 2.9846 0.3079 2.8658
H 1.9874 -2.6253 -0.1097
H 2.3845 -4.4498 1.5741
H 2.9059 3.7325 1.2093
H 1.4606 5.6603 0.3967
H -0.8336 5.0976 -0.4755
H -1.4642 2.7247 -0.8018
```

As for the LUMO energy (spin up / spin down): -0.0437 / -0.0430 hartree. The orbital gap (spin up / spin down) comes out at 5.35 / 6.83 eV. The spin multiplicity is 3. Its energy above the lowest of the compared OMol25 structures with the same formula, charge and spin is 0.000 eV. The charge is 0.

---

Entry 3:
DFT (ωB97M-V/def2-TZVPD) results for a structure of composition C40H36ErN3O3PS2 at a distorted geometry.

```
86
Properties=species:S:1:pos:R:3
Er -1.4795 -0.4172 -0.0146
N 2.8667 -2.0093 0.3991
C 3.7047 -0.8240 0.3768
C 4.9257 -0.8129 -0.2763
C 5.6731 0.3584 -0.2956
C 5.1811 1.5184 0.2955
C 3.9393 1.5056 0.9110
C 3.2205 0.3172 0.9748
S 1.7236 0.2400 1.8067
N 0.8815 -0.8946 0.8180
C 1.5153 -1.8828 0.3521
C 0.7075 -2.9850 -0.3142
C 1.0641 -4.3066 -0.2495
C 0.2346 -5.2477 -0.8575
C -0.9022 -4.8209 -1.5075
C -1.1885 -3.4765 -1.4975
N -0.4007 -2.5743 -0.9082
H 3.2343 -2.7974 -0.1034
H 5.3075 -1.7101 -0.7628
H 6.6415 0.3707 -0.7890
H 5.7602 2.4357 0.2685
H 3.5327 2.4200 1.3540
H 1.9480 -4.6136 0.3043
H 0.4727 -6.3083 -0.8121
H -1.5821 -5.5072 -2.0031
H -2.0895 -3.1014 -1.9620
C -0.0688 3.0611 2.4620
C 0.9392 3.6065 1.4714
C 1.9342 4.4564 1.9461
C 2.8940 5.0169 1.1031
C 2.8803 4.7143 -0.2463
C 1.8987 3.8490 -0.7393
C 0.9216 3.3078 0.0962
P -0.3454 2.2080 -0.6410
C 0.2956 1.8089 -2.2509
C 1.3488 0.8530 -2.1831
C 1.9608 0.3722 -3.3187
C 1.5026 0.8390 -4.5827
C 0.4660 1.7860 -4.6585
C -0.1573 2.2982 -3.5295
C -1.2468 3.3523 -3.6850
C -1.8593 3.2057 -0.6796
C -1.8849 4.5916 -0.4878
C -3.0874 5.2578 -0.3111
C -4.2775 4.5219 -0.3279
C -4.2463 3.1599 -0.5689
C -3.0396 2.4883 -0.7796
C -3.0248 1.0285 -1.1417
H 0.3080 3.1069 3.4840
H -0.2937 2.0269 2.2647
H -1.0178 3.5984 2.4243
H 1.9540 4.6869 3.0090
H 3.6483 5.6854 1.5108
H 3.6190 5.1422 -0.9197
H 1.9003 3.6139 -1.8021
H 1.7090 0.5284 -1.2112
H 2.7845 -0.3371 -3.2441
H 1.9595 0.4807 -5.4994
H 0.1393 2.1456 -5.6334
H -1.3714 3.6029 -4.7391
H -1.0122 4.2816 -3.1467
H -2.2222 3.0285 -3.2952
H -0.9602 5.1581 -0.4383
H -3.1025 6.3309 -0.1484
H -5.2358 5.0138 -0.1715
H -5.1731 2.5890 -0.6197
H -2.6910 0.9345 -2.1769
H -4.0158 0.6104 -1.1102
C -1.3884 -7.2016 3.8607
C -1.8046 -5.8759 3.2583
C -2.6762 -5.8376 2.1625
C -3.0995 -4.6431 1.6016
C -2.6148 -3.4636 2.1889
C -1.7415 -3.4584 3.2816
C -1.3477 -4.6735 3.8033
S -3.0585 -1.9263 1.6356
O -1.8885 -1.0298 2.0054
O -4.3025 -1.5411 2.1679
O -2.9875 -1.9564 0.1205
H -1.5738 -8.0258 3.1713
H -1.9433 -7.4067 4.7810
H -0.3281 -7.2157 4.1185
H -3.0374 -6.7752 1.7408
H -3.7835 -4.6496 0.7488
H -1.3787 -2.5221 3.7072
H -0.6673 -4.6846 4.6544
```

As for the LUMO energy (spin up / spin down): -0.1148 / -0.1146 hartree. The orbital gap (spin up / spin down) comes out at 6.79 / 6.79 eV. The spin multiplicity is 4. Its energy above the lowest of the compared OMol25 structures with the same formula, charge and spin is 0.000 eV. The charge is +1.

---

Entry 4:
DFT (ωB97M-V/def2-TZVPD) results for a structure of composition C40H36GeN7PS3Ta.

```
89
Properties=species:S:1:pos:R:3
Ta 0.3922 0.1499 -0.0942
C 2.9402 0.6629 6.2889
C 3.3146 1.3084 5.1176
C 2.4689 1.2953 4.0202
C 1.2419 0.6344 4.0849
C 0.8642 0.0010 5.2658
C 1.7153 0.0146 6.3631
P 0.1721 0.7194 2.6246
C -1.1824 -0.4607 2.8941
C -2.5061 -0.0873 2.6719
C -3.5189 -1.0336 2.7495
C -3.2215 -2.3514 3.0615
C -1.9041 -2.7287 3.2979
C -0.8865 -1.7927 3.2002
C -0.5683 2.3530 2.6227
C -0.8745 3.0229 3.7798
C -1.4934 4.2845 3.7216
C -1.7910 4.8281 2.5042
C -1.4797 4.1606 1.2953
C -1.8007 4.7383 0.0448
C -1.4853 4.0767 -1.1067
C -0.8291 2.8330 -1.0541
C -0.4811 2.1902 0.1280
C -0.8368 2.8936 1.3326
H 3.6001 0.6743 7.1464
H 4.2626 1.8282 5.0626
H 2.7522 1.8253 3.1191
H -0.0941 -0.4962 5.3355
H 1.4158 -0.4755 7.2803
H -2.7459 0.9413 2.4330
H -4.5436 -0.7372 2.5660
H -4.0149 -3.0846 3.1287
H -1.6720 -3.7524 3.5659
H 0.1403 -2.0930 3.3864
H -0.6419 2.5775 4.7397
H -1.7350 4.8122 4.6341
H -2.2750 5.7963 2.4440
H -2.2935 5.7028 0.0217
H -1.7249 4.5061 -2.0722
H -0.5918 2.3751 -2.0035
N 0.9115 -4.1745 0.9094
C 0.1284 -3.2165 0.4170
N 0.8114 -2.0907 0.4279
C 2.0265 -2.4352 0.9499
N 2.1249 -3.7004 1.2566
C 3.0261 -1.3844 1.0863
C 4.3271 -1.5703 1.5263
N 5.1836 -0.5595 1.6069
C 4.7356 0.6393 1.2483
C 3.4344 0.8357 0.8096
N 2.5804 -0.1808 0.7267
H 0.7046 -5.1540 1.0229
H -0.8924 -3.3336 0.0810
H 4.6731 -2.5566 1.8116
H 5.4268 1.4708 1.3072
H 3.0708 1.8113 0.5069
S -1.8705 -0.7407 -6.5182
C -2.0181 -1.0237 -4.9128
S -1.3737 0.0341 -3.6708
C -1.9005 -1.0809 -2.4361
N -2.5020 -2.1175 -2.8936
N -2.5905 -2.0778 -4.2606
C -3.2140 -3.1991 -4.9052
C -2.8360 -4.4776 -4.5280
C -3.4414 -5.5709 -5.1280
C -4.4119 -5.3798 -6.1013
C -4.7823 -4.0940 -6.4687
C -4.1877 -2.9950 -5.8679
S -1.7748 -0.8253 -0.7127
H -2.0788 -4.6060 -3.7661
H -3.1499 -6.5725 -4.8395
H -4.8795 -6.2338 -6.5740
H -5.5416 -3.9421 -7.2244
H -4.4695 -1.9907 -6.1474
C 3.9441 1.0391 -3.2505
Ge 2.2429 1.8693 -2.7382
C 1.2446 2.4106 -4.3276
C 2.6081 3.4568 -1.6424
C 1.2243 0.5091 -1.7613
H 4.5678 1.7470 -3.7978
H 3.7675 0.1723 -3.8889
H 4.4982 0.7102 -2.3682
H 1.9143 2.9956 -4.9617
H 0.3902 3.0379 -4.0701
H 0.8925 1.5533 -4.9003
H 2.7983 4.2891 -2.3232
H 3.5046 3.3386 -1.0289
H 1.7641 3.7231 -1.0052
H 1.2998 -0.4718 -2.2771
```

As for the LUMO energy: -0.1348 hartree. The orbital gap comes out at 6.12 eV. The charge is +1.

---

Entry 5:
DFT (ωB97M-V/def2-TZVPD) results for a structure of composition C40H36IMoN13S3 at a distorted geometry.

```
94
Properties=species:S:1:pos:R:3
Mo 2.0342 0.6612 -1.5596
N 0.6330 2.2127 -4.6467
C 0.7271 0.8212 -4.6778
N 0.3113 -0.1803 -5.5716
N 0.6830 -1.3269 -4.8592
N 1.3008 -1.0923 -3.7660
N 1.2750 0.2938 -3.5699
C -0.4059 2.9697 -5.0489
N -0.5672 4.2719 -4.7352
N -1.5050 4.7004 -5.5762
N -2.0821 3.6802 -6.2211
N -1.3868 2.5429 -5.8929
H 1.0569 2.6880 -3.8780
N 3.0647 -0.7782 -0.8032
S 2.3511 -1.6178 0.5838
N -0.8558 -1.7230 0.6149
S -1.5173 -0.7287 1.5106
N -1.0013 0.8504 1.4442
S -0.6534 1.5585 0.1212
N 0.7681 1.1711 -0.4409
C -1.8839 1.3598 -1.1362
C -2.9244 2.3105 -1.2345
C -3.6792 2.3238 -2.3743
C -3.4277 1.3380 -3.3776
C -2.5929 0.3034 -3.1651
C -1.8314 0.2844 -2.0030
C -0.6137 3.3304 0.5181
C -0.5577 3.7658 1.8589
C -0.4103 5.0987 2.2140
C -0.5074 6.0476 1.2125
C -0.4183 5.6758 -0.1239
C -0.5472 4.3064 -0.4875
C -1.3235 -1.0132 3.2116
C -0.2285 -0.4160 3.8367
C 0.0659 -0.8218 5.1404
C -0.8091 -1.5684 5.9150
C -1.9870 -2.0639 5.2702
C -2.2350 -1.7752 3.9610
C -3.2395 -0.6820 1.2607
C -3.9405 -1.5260 0.3363
C -5.3651 -1.5261 0.2952
C -6.0959 -0.6516 1.1247
C -5.3940 0.0934 1.9999
C -3.9896 0.1843 2.0490
C 3.6893 -2.0969 1.6519
C 4.1890 -3.4022 1.8151
C 5.3425 -3.5853 2.5439
C 6.0074 -2.5376 3.1276
C 5.4454 -1.2448 3.0588
C 4.3087 -1.0178 2.2933
C 1.8013 -3.1745 -0.1185
C 1.3785 -4.1599 0.7926
C 0.6316 -5.2683 0.3602
C 0.1534 -5.2754 -0.9911
C 0.5855 -4.3276 -1.8606
C 1.5440 -3.3796 -1.4853
H -3.0777 3.1875 -0.5324
H -4.3656 3.1484 -2.6009
H -3.8992 1.4409 -4.3463
H -2.5666 -0.4127 -3.9865
H -1.1264 -0.4870 -1.7269
H -0.5784 2.9325 2.5951
H -0.2409 5.3626 3.2414
H -0.5804 7.1172 1.4291
H -0.2221 6.4549 -0.8725
H -0.6524 3.9914 -1.5346
H 0.5337 0.1390 3.2679
H 0.9541 -0.4284 5.6250
H -0.5590 -1.9029 6.9242
H -2.6691 -2.6532 5.7907
H -3.1369 -2.1738 3.4971
H -3.3483 -2.2069 -0.1803
H -5.8498 -2.1640 -0.4339
H -7.1757 -0.8691 1.1214
H -5.9070 0.6145 2.7583
H -3.4564 0.7243 2.7935
H 3.6894 -4.2740 1.3740
H 5.7243 -4.5857 2.8028
H 6.9990 -2.6900 3.5945
H 5.8886 -0.4266 3.6523
H 3.8919 0.0029 2.0849
H 1.7009 -3.9573 1.8326
H 0.4151 -6.1560 1.0683
H -0.4938 -6.0490 -1.3647
H 0.2474 -4.4531 -2.8834
H 1.9626 -2.6731 -2.2729
C 3.0431 2.3994 -2.2661
H 2.4490 3.2944 -2.3054
H 3.4152 2.2350 -3.2532
H 3.7688 2.5461 -1.4650
I 5.8825 0.7644 -0.3989
C 4.4837 -0.9398 -1.0151
H 4.8004 -1.7806 -0.4583
H 4.6847 -0.9553 -2.0737
```

As for the LUMO energy (spin up / spin down): -0.0555 / -0.0541 hartree. The orbital gap (spin up / spin down) comes out at 4.68 / 4.72 eV. The spin multiplicity is 3. Its energy above the lowest of the compared OMol25 structures with the same formula, charge and spin is 0.000 eV. The charge is 0.